Entry 1:
# C29H28InN9Se

A structure of composition C29H28InN9Se (the ωB97M-V functional and the def2-TZVPD basis, the OMol25 dataset).

As for the relative energy (zero: lowest compared OMol25 entry of this formula, charge and spin): 2.1 kcal per mole. The charge is 0. The orbital gap (alpha / beta) comes out at 3.53 / 3.91 eV. The total energy is -4206.11047 Eh.

Each line ends with the Löwdin charge.
Element x y z (Å)
In1 -0.4011 -0.1611 -0.3791  0.730
Se1 5.4658 5.9223 0.1264  1.121
N1 5.6128 4.1546 0.0547  -0.228
C1 4.3984 3.6734 -0.0470  -0.345
C2 4.1043 2.2666 -0.1801  -0.095
C3 5.1032 1.2901 -0.1763  0.000
C4 4.7607 -0.0309 -0.3441  -0.028
C5 3.4103 -0.3415 -0.5010  -0.119
N2 2.4574 0.5677 -0.4870  0.046
C6 2.7616 1.8619 -0.3338  -0.163
C7 1.6644 2.8302 -0.2819  -0.128
N3 0.3804 2.4038 -0.3586  0.051
C8 -0.5989 3.2848 -0.2757  -0.114
C9 -0.3951 4.6525 -0.1098  -0.027
C10 0.8958 5.1115 -0.0376  0.005
C11 1.9527 4.2059 -0.1309  -0.086
C12 3.3317 4.6378 -0.0598  -0.340
N4 3.6935 5.8948 0.0119  -0.228
H1 6.1332 1.5915 -0.0357  0.119
H2 5.5042 -0.8151 -0.3403  0.111
H3 3.0825 -1.3695 -0.6188  0.112
H4 -1.6026 2.8743 -0.3397  0.108
H5 -1.2368 5.3269 -0.0449  0.112
H6 1.1153 6.1622 0.0984  0.118
C13 -2.7144 -0.2313 0.0620  -0.131
C14 -3.2162 -1.5234 -0.0318  -0.496
C15 -2.9417 -2.4811 -1.0642  -0.117
C16 -3.4785 -3.7480 -1.0312  -0.132
C17 -4.3116 -4.1639 0.0071  -0.143
C18 -4.6261 -3.2457 1.0081  -0.131
C19 -4.1264 -1.9614 0.9910  -0.106
H7 -2.3067 -2.1698 -1.8839  0.073
H8 -3.2524 -4.4328 -1.8415  0.097
H9 -4.7300 -5.1623 0.0184  0.081
H10 -5.2801 -3.5471 1.8197  0.092
H11 -4.4083 -1.2525 1.7612  0.094
N5 -0.2493 -3.5067 0.9720  -0.005
C20 -0.5061 -4.8092 0.7490  -0.105
C21 0.0658 -5.1168 -0.4620  -0.078
C22 0.6286 -3.9072 -0.9039  -0.175
N6 0.4399 -2.9400 -0.0204  -0.038
H12 -0.5410 -2.9405 1.7499  0.131
H13 -1.0730 -5.4099 1.4393  0.116
H14 0.0538 -6.0652 -0.9697  0.090
H15 1.1538 -3.7085 -1.8249  0.101
C23 3.3205 0.7076 4.6271  -0.159
C24 3.2653 1.1364 3.1727  -0.190
N7 2.2326 0.3556 2.5209  0.085
C25 0.9885 0.1740 3.0827  -0.368
N8 0.0119 -0.1456 2.2974  0.023
C26 -1.3061 -0.3667 2.8900  -0.256
C27 -1.2002 -0.9383 4.2954  -0.158
C28 -0.3514 0.0115 5.1214  -0.161
N9 0.9155 0.2492 4.4508  -0.045
C29 1.9452 0.9021 5.2423  -0.161
H16 4.0604 1.2847 5.1815  0.116
H17 3.5903 -0.3492 4.6704  0.123
H18 4.2138 0.9303 2.6760  0.113
H19 3.0733 2.2175 3.1062  0.122
H20 2.1736 0.4144 1.5202  0.065
H21 -1.8687 -1.0272 2.2301  0.052
H22 -1.8574 0.5795 2.9146  0.120
H23 -0.7192 -1.9202 4.2569  0.115
H24 -2.1834 -1.0535 4.7509  0.117
H25 -0.1335 -0.4119 6.1046  0.120
H26 -0.8989 0.9505 5.2737  0.129
H27 1.9196 0.4674 6.2431  0.120
H28 1.7354 1.9764 5.3436  0.128

***

Entry 2:
# C29H28LiN2O4P2Se

A structure of composition C29H28LiN2O4P2Se (the ωB97M-V functional and the def2-TZVPD basis, the OMol25 dataset).

As for the relative energy (zero: lowest compared OMol25 entry of this formula, charge and spin): 12.4 kcal per mole. The charge is -1. The orbital gap comes out at 6.46 eV. The total energy is -4624.09022 Eh.

Each line ends with the Löwdin charge.
Element x y z (Å)
Li1 0.9590 0.2262 -3.6045  0.512
C1 1.1256 0.2784 0.3518  -0.501
P1 0.0451 -0.0528 -1.2563  1.004
C2 -0.0737 -1.8661 -1.0035  -0.349
C3 -1.2272 -2.5613 -0.6656  -0.075
C4 -1.2128 -3.9455 -0.5712  -0.086
C5 -0.0445 -4.6556 -0.7997  -0.108
C6 1.1151 -3.9719 -1.1327  -0.095
C7 1.0955 -2.5902 -1.2395  -0.106
C8 -1.5332 0.7153 -0.7518  -0.335
C9 -2.7752 0.3138 -1.2383  -0.111
C10 -3.9184 1.0447 -0.9496  -0.077
C11 -3.8445 2.1940 -0.1800  -0.099
C12 -2.6132 2.6073 0.3103  -0.096
C13 -1.4720 1.8792 0.0195  -0.113
P2 1.0549 -0.0043 2.2000  1.034
C14 0.5181 1.6160 2.8786  -0.395
C15 -0.2814 1.6992 4.0218  -0.104
C16 -0.5544 2.9217 4.6152  -0.093
C17 -0.0183 4.0907 4.0953  -0.109
C18 0.8130 4.0207 2.9874  -0.096
C19 1.0851 2.7973 2.3957  -0.129
C20 -0.3931 -1.0699 2.5983  -0.393
C21 -0.1099 -2.3530 3.0609  -0.120
C22 -1.1277 -3.2080 3.4566  -0.099
C23 -2.4461 -2.7858 3.3981  -0.099
C24 -2.7411 -1.5093 2.9385  -0.081
C25 -1.7236 -0.6540 2.5457  -0.102
H1 1.4293 1.3273 0.2494  -0.016
H2 2.0210 -0.2791 0.0527  -0.002
H3 -2.1467 -2.0288 -0.4783  0.091
H4 -2.1224 -4.4722 -0.3091  0.098
H5 -0.0376 -5.7366 -0.7224  0.092
H6 2.0333 -4.5162 -1.3226  0.094
H7 1.9955 -2.0525 -1.5190  0.078
H8 -2.8519 -0.5557 -1.8705  0.094
H9 -4.8652 0.7295 -1.3693  0.104
H10 -4.7374 2.7719 0.0266  0.093
H11 -2.5425 3.5021 0.9184  0.097
H12 -0.5224 2.2224 0.4066  0.071
H13 -0.6941 0.7965 4.4504  0.097
H14 -1.1869 2.9614 5.4941  0.098
H15 -0.2428 5.0458 4.5535  0.094
H16 1.2572 4.9255 2.5898  0.098
H17 1.7525 2.7623 1.5422  0.087
H18 0.9243 -2.6746 3.1101  0.088
H19 -0.8908 -4.2038 3.8120  0.096
H20 -3.2446 -3.4489 3.7094  0.096
H21 -3.7706 -1.1754 2.8834  0.103
H22 -1.9671 0.3406 2.2041  0.095
C26 3.0343 2.2203 -2.4564  -0.001
C27 3.5789 0.8951 -2.8608  -0.391
N1 2.8847 -0.1043 -3.3539  0.034
C28 3.7599 -1.1441 -3.5540  -0.137
C29 5.0092 -0.7694 -3.1700  -0.097
N2 4.8809 0.5292 -2.7281  0.092
H23 1.9629 2.2328 -2.6510  0.065
H24 3.5010 3.0286 -3.0218  0.084
H25 3.2041 2.3921 -1.3920  0.077
H26 3.4120 -2.0834 -3.9499  0.109
H27 5.9498 -1.2908 -3.1610  0.102
H28 5.6229 1.1165 -2.3957  0.151
O1 -0.0166 1.3917 -4.5428  -0.597
Se1 -1.2853 0.3375 -4.4840  0.710
O2 -2.6666 1.0727 -4.1540  -0.469
O3 -0.7763 -0.6780 -3.2112  -0.658
O4 -1.3471 -0.5649 -5.8060  -0.494

***

Entry 3:
# C29H28N4STi

A structure of composition C29H28N4STi (the ωB97M-V functional and the def2-TZVPD basis, the OMol25 dataset).

As for the relative energy (zero: lowest compared OMol25 entry of this formula, charge and spin): 0.0 kcal per mole. The charge is +2. The orbital gap comes out at 6.75 eV. The total energy is -2588.08818 Eh.

Each line ends with the Löwdin charge.
Element x y z (Å)
Ti1 -0.2962 -0.2134 -0.5143  1.186
C1 -2.6764 1.4388 -0.4733  0.006
N1 -1.1950 1.6389 -0.3571  -0.290
C2 -0.7412 2.6147 -1.3827  -0.019
C3 -0.8541 2.0561 1.0093  -0.209
C4 -0.8967 3.3773 1.3851  0.004
C5 -0.6469 3.7187 2.7056  -0.031
C6 -0.3619 2.7208 3.6237  -0.027
C7 -0.3264 1.3846 3.2400  0.003
C8 -0.6128 1.0492 1.9294  -0.217
N2 -0.6272 -0.2482 1.3614  -0.035
C9 -0.7675 -1.5231 1.9670  -0.200
C10 -0.7478 -1.8268 3.3115  0.017
C11 -0.9053 -3.1595 3.6975  -0.030
C12 -1.1073 -4.1585 2.7633  -0.037
C13 -1.1369 -3.8417 1.4138  -0.002
C14 -0.9475 -2.5318 1.0471  -0.216
N3 -1.0619 -2.1381 -0.3670  -0.291
C15 -2.5003 -2.2001 -0.7608  0.004
C16 -0.2069 -2.9962 -1.2520  -0.011
H1 -3.1505 2.4071 -0.2728  0.123
H2 -3.0084 0.7266 0.2844  0.101
H3 -2.9192 1.0782 -1.4809  0.100
H4 -1.3206 3.5329 -1.2646  0.105
H5 -0.8919 2.1858 -2.3777  0.095
H6 0.3263 2.8084 -1.2199  0.117
H7 -1.1373 4.1545 0.6762  0.122
H8 -0.6705 4.7452 3.0165  0.119
H9 -0.1661 2.9642 4.6560  0.123
H10 -0.0717 0.6413 3.9679  0.098
H11 -0.6392 -1.0847 4.0759  0.096
H12 -0.8967 -3.4104 4.7450  0.122
H13 -1.2399 -5.1883 3.0749  0.125
H14 -1.3249 -4.6179 0.6858  0.123
H15 -2.7861 -3.2575 -0.7759  0.117
H16 -2.6331 -1.7594 -1.7573  0.081
H17 -3.0860 -1.6832 0.0067  0.112
H18 -0.4845 -4.0436 -1.0992  0.102
H19 0.8492 -2.8742 -0.9595  0.118
H20 -0.3586 -2.7081 -2.3033  0.100
S1 3.3428 1.1391 -2.2307  1.245
C17 3.6144 1.2432 -0.5019  -0.413
C18 4.6500 1.8853 0.1705  -0.044
C19 4.6606 1.8184 1.5518  -0.033
C20 3.6829 1.0969 2.2458  -0.030
C21 2.6676 0.4507 1.5767  -0.002
C22 2.6265 0.5845 0.2021  -0.270
N4 1.6492 0.0541 -0.6595  -0.029
C23 1.9133 0.2805 -1.9436  -0.514
C24 0.9169 -0.0919 -2.9752  -0.259
C25 1.3417 -0.2566 -4.2844  -0.019
C26 0.3979 -0.5022 -5.2689  -0.015
C27 -0.9592 -0.5235 -4.9340  -0.023
C28 -1.3544 -0.3865 -3.6142  -0.112
C29 -0.4397 -0.2083 -2.6020  -0.225
H21 5.4259 2.4060 -0.3588  0.122
H22 5.4352 2.3166 2.1132  0.123
H23 3.7478 1.0134 3.3208  0.122
H24 1.9287 -0.1308 2.1099  0.111
H25 2.3833 -0.1866 -4.5527  0.115
H26 0.7139 -0.6431 -6.2968  0.127
H27 -1.6995 -0.6961 -5.6979  0.122
H28 -2.4199 -0.4417 -3.3958  0.102